Entry i
Density functional theory data (wB97M-V/def2-TZVPD) for 2 unconnected molecules or ions with the total composition C3H11N3O.

Last column: Mulliken charge in e.
CARTESIAN COORDINATES (ANGSTROEM)
N 0.136 -0.671 -2.340  -0.5655
C -0.174 0.750 -2.038  -0.4047
O -1.135 0.818 -1.094  -0.8656
H -0.739 -1.123 -2.582  0.2055
H 0.713 -0.717 -3.175  0.2361
H 0.789 1.191 -1.699  0.2266
H -0.462 1.295 -2.961  0.2673
C 1.408 -1.139 1.408  -0.7623
N -1.557 0.986 1.590  -0.5131
C -0.667 0.074 1.197  0.1579
N 0.313 -0.351 1.956  -0.1796
H 2.209 -0.501 1.050  0.2735
H 1.019 -1.715 0.565  0.3169
H 1.777 -1.821 2.166  0.3143
H -1.249 1.716 2.216  0.2316
H -1.994 1.353 0.743  0.3711
H -0.837 -0.249 0.145  0.4445
H 0.451 0.101 2.851  0.2456

Output
gap between HOMO and LUMO = 7.41 eV
LUMO level = 0.496 eV

***

Entry ii
Density functional theory data (wB97M-V/def2-TZVPD) for 2 unconnected molecules or ions with the total composition C3H11N3O.

Last column: Mulliken charge in e.
CARTESIAN COORDINATES (ANGSTROEM)
C -0.514 -2.269 -0.294  -0.8884
N -0.172 -1.085 0.466  -0.7631
C -0.550 0.140 0.063  1.1503
C -1.192 0.454 -1.267  -1.4908
O -1.119 0.956 1.030  -0.5232
H -0.551 -2.130 -1.383  0.2982
H -1.457 -2.703 0.065  0.2490
H 0.297 -2.993 -0.172  0.3069
H -0.545 0.156 -2.095  0.3854
H -2.139 -0.081 -1.347  0.3308
H -1.405 1.522 -1.361  0.3667
H -0.879 0.552 1.880  0.3531
N 1.873 1.563 1.278  -0.6443
N 1.358 0.830 0.181  -0.1773
H 2.102 2.551 1.101  0.1984
H 1.707 1.710 2.275  0.2464
H 1.772 1.096 -0.711  0.2670
H 1.416 -0.269 0.293  0.3347

Output
gap between HOMO and LUMO = 8.61 eV
LUMO level = 0.923 eV

***

Entry iii
Density functional theory data (wB97M-V/def2-TZVPD) for a molecular structure, C3H11N3O.

Last column: Mulliken charge in e.
CARTESIAN COORDINATES (ANGSTROEM)
C 2.015 -0.179 -1.345  -0.6574
N 0.490 0.969 0.467  -0.3375
O 1.654 1.036 -0.875  -0.3025
H 0.209 1.937 0.359  0.2897
H 1.057 0.794 1.289  0.2924
H 1.812 -0.286 -2.416  0.2592
H 1.180 -0.979 -0.814  0.5018
H 3.041 -0.450 -1.072  0.2862
C -1.523 -0.055 1.493  -1.5963
C -0.629 -0.107 0.255  0.8454
N -1.359 0.432 -0.886  -0.6566
N -0.004 -1.345 0.002  -0.8674
H -2.212 -0.105 -0.991  0.2967
H -0.814 0.271 -1.728  0.2674
H 0.327 -1.752 0.876  0.2114
H -0.952 -0.305 2.388  0.3598
H -2.308 -0.806 1.381  0.4221
H -1.984 0.929 1.616  0.3857

Output
gap between HOMO and LUMO (spin up / spin down) = 7.53 / 7.28 eV
LUMO level (spin up / spin down) = 0.020 / -0.150 eV

***

Entry iv
Density functional theory data (wB97M-V/def2-TZVPD) for 2 unconnected molecules or ions with the total composition C3H11N3O.

Last column: Mulliken charge in e.
CARTESIAN COORDINATES (ANGSTROEM)
H 0.124 1.272 2.070  0.2130
N -0.064 1.575 1.174  -0.7136
C 0.550 0.575 0.555  0.3448
N 1.777 0.246 1.025  -0.4169
N 0.026 0.046 -0.751  -0.2806
C 0.818 0.127 -2.003  -0.2406
C 0.109 -0.486 -3.239  -1.2140
H 1.779 0.566 1.986  0.2271
H 2.022 -0.726 0.914  0.2391
H -0.890 0.263 -1.032  0.2512
H 0.888 1.193 -2.133  0.2928
H 1.810 -0.330 -1.858  0.2897
H -0.806 0.053 -3.439  0.3410
H 0.710 -0.413 -4.163  0.3370
H -0.221 -1.534 -3.265  0.3330
O -2.715 -1.172 4.816  -0.6351
H -3.417 -0.719 5.237  0.3153
H -2.501 -0.535 4.104  0.3167

Output
gap between HOMO and LUMO = 9.72 eV
LUMO level = 0.703 eV

***

Least stable: entry iii

***

Entry i
Density functional theory data (wB97M-V/def2-TZVPD) for 2 unconnected molecules or ions with the total composition C3H11N3O.

Last column: Mulliken charge in e.
CARTESIAN COORDINATES (ANGSTROEM)
N -0.551 -1.566 1.855  -0.9382
C -1.266 -0.544 2.877  -0.2975
O -2.437 -0.881 3.320  -0.7821
H -1.385 -1.750 1.255  0.1854
H -0.452 -2.460 2.337  0.3200
H -0.455 -0.570 3.676  0.2191
H -1.209 0.369 2.264  0.1691
C 0.452 0.389 -0.913  -0.1562
C 0.942 1.272 -1.849  -0.3731
N 0.784 0.766 -3.210  -0.3328
N 0.728 0.414 0.398  -0.3303
H -0.304 -0.283 -1.317  0.2114
H 1.527 2.148 -1.684  0.3274
H 1.390 -0.045 -3.372  0.3477
H -0.180 0.425 -3.335  0.3765
H 0.975 1.442 -3.960  0.3435
H 1.334 1.161 0.699  0.1957
H 0.107 -0.287 0.959  0.5145

Output
gap between HOMO and LUMO = 4.31 eV
LUMO level = -1.205 eV

***

Entry ii
Density functional theory data (wB97M-V/def2-TZVPD) for 2 unconnected molecules or ions with the total composition C3H11N3O.

Last column: Mulliken charge in e.
CARTESIAN COORDINATES (ANGSTROEM)
H 1.540 2.048 0.000  0.1977
N 0.753 1.647 -0.535  -0.8014
C -0.065 0.920 0.231  0.4215
N 0.019 0.893 1.565  -0.4076
N -1.065 0.278 -0.427  -0.3732
C -1.010 -1.203 -0.793  -0.3328
C -2.426 -1.714 -0.904  -0.9534
H -0.828 0.772 2.104  0.2602
H 0.496 1.729 1.830  0.2578
H -1.158 0.657 -1.350  0.3155
H -0.493 -1.787 0.034  0.2793
H -0.236 -1.287 -1.619  0.3279
H -3.008 -1.655 0.013  0.2997
H -2.515 -2.783 -1.281  0.3160
H -3.145 -0.963 -1.728  0.2018
O 3.246 -0.524 0.770  -0.6319
H 2.765 0.240 0.573  0.2851
H 3.669 -0.525 -0.158  0.3378

Output
gap between HOMO and LUMO = 9.75 eV
LUMO level = 0.788 eV

***

Least stable: entry i

***

Entry i
Density functional theory data (wB97M-V/def2-TZVPD) for C16H17BrN8O4S2 in the gas phase.

Last column: Mulliken charge in e.
CARTESIAN COORDINATES (ANGSTROEM)
C -3.537 0.930 -3.231  -1.3796
C -2.177 0.341 -3.165  1.1353
N -1.944 -0.901 -2.773  -1.1250
N -0.622 -1.095 -2.833  0.8050
C -0.055 -2.327 -2.364  -0.8947
C -0.297 -2.470 -0.855  0.6273
O 0.602 -2.638 -0.061  -0.5759
N -1.606 -2.403 -0.525  -0.0480
C -1.975 -2.199 0.848  -0.3176
C -0.929 -2.761 1.849  0.2580
O -0.642 -3.843 2.250  -0.6632
N -0.572 -1.479 2.208  0.4235
C 0.338 -0.785 2.974  0.7812
C 1.612 -1.501 3.287  0.1440
O 2.709 -1.013 3.152  -0.5486
O 1.399 -2.728 3.716  -0.4178
C 0.103 0.510 3.280  0.4092
C 1.152 1.351 3.904  -1.0781
S 2.367 2.035 2.661  -0.2673
C 1.993 1.183 1.202  0.2066
N 0.830 1.020 0.602  -0.4581
N 1.086 0.362 -0.518  0.4878
N 2.327 0.125 -0.646  -0.9072
N 2.945 0.616 0.420  0.6410
C 4.344 0.485 0.672  -0.9004
C -1.166 1.239 2.945  -1.0820
S -2.589 0.203 2.455  -0.2208
C -1.542 -0.816 1.377  -0.4559
C 0.023 0.008 -3.247  -0.1079
C -0.951 0.955 -3.478  -0.7360
Br -0.693 2.713 -4.092  -0.1997
H -3.703 1.383 -4.207  0.3696
H -4.282 0.159 -3.055  0.3443
H -3.644 1.709 -2.476  0.3011
H -0.523 -3.171 -2.881  0.3106
H 1.020 -2.322 -2.546  0.3214
H -2.236 -2.057 -1.251  0.4565
H -3.007 -2.495 1.028  0.4908
H 2.223 -3.231 3.819  0.3757
H 0.737 2.230 4.395  0.5123
H 1.781 0.793 4.596  0.4081
H 4.754 -0.203 -0.064  0.3473
H 4.838 1.455 0.593  0.3191
H 4.480 0.089 1.680  0.3478
H -1.513 1.802 3.813  0.5642
H -0.977 1.937 2.125  0.2954
H -1.102 -0.156 0.626  0.1593
H 1.088 0.058 -3.337  0.5413

Output
gap between HOMO and LUMO = 8.77 eV
LUMO level = 0.284 eV

***

Entry ii
Density functional theory data (wB97M-V/def2-TZVPD) for C16H17BrN8O4S2 in the gas phase.

Last column: Mulliken charge in e.
CARTESIAN COORDINATES (ANGSTROEM)
C -5.220 -2.473 -0.030  -1.6564
C -3.884 -2.068 0.569  0.3454
C -2.708 -2.716 -0.211  0.4324
O -2.865 -3.466 -1.142  -0.6817
N -1.511 -2.340 0.291  -0.0656
C -0.277 -2.606 -0.374  -0.6521
C 0.964 -2.653 0.540  0.2500
O 1.367 -3.366 1.407  -0.6450
N 1.462 -1.513 -0.044  0.2917
C 2.651 -0.810 -0.051  0.9664
C 3.374 -0.777 1.251  0.1247
O 4.552 -0.563 1.397  -0.6252
O 2.542 -0.980 2.265  -0.3973
C 3.038 -0.149 -1.166  0.3890
C 4.207 0.764 -1.168  -1.2674
S 3.706 2.552 -1.182  -0.2294
C 2.274 2.576 -0.211  0.0867
N 1.290 1.701 -0.132  0.1688
N 0.415 2.210 0.721  -0.0868
N 0.787 3.340 1.156  -0.8940
N 1.964 3.623 0.601  0.6452
C 2.688 4.831 0.843  -0.8728
C 2.251 -0.146 -2.443  -0.8241
S 1.106 -1.545 -2.678  -0.1994
C 0.405 -1.373 -1.011  -0.3061
N -3.685 -0.635 0.573  0.7953
C -4.274 0.316 -0.174  0.2140
C -3.629 1.498 0.135  -0.7162
Br -4.000 3.196 -0.581  -0.2027
C -2.651 1.164 1.078  -0.2253
N -2.704 -0.130 1.323  -1.1790
H -5.236 -2.268 -1.097  0.3823
H -6.037 -1.950 0.460  0.4191
H -5.354 -3.543 0.101  0.4312
H -3.809 -2.402 1.611  0.2566
H -1.512 -1.612 1.007  0.4113
H -0.404 -3.462 -1.042  0.5811
H 3.023 -1.018 3.107  0.3570
H 4.800 0.670 -2.078  0.5212
H 4.840 0.626 -0.295  0.3767
H 2.554 5.526 0.012  0.3187
H 3.749 4.605 0.949  0.3200
H 2.299 5.278 1.756  0.3125
H 2.924 -0.178 -3.300  0.5410
H 1.656 0.770 -2.503  0.3397
H -0.126 -0.422 -0.935  0.2615
H -5.080 0.126 -0.851  0.4759
H -1.921 1.791 1.547  0.7112

Output
gap between HOMO and LUMO = 8.81 eV
LUMO level = -0.076 eV

***

Least stable: entry i